1.
Computed, not measured: C19H22BeN2Te as an isolated structure, with wB97M-V/def2-TZVPD.

Element x y z (Å)
C (3.388124, -0.528160, -1.999032)
C (2.466160, -1.574860, -2.636039)
H (3.333631, 0.428549, -2.530381)
H (4.413067, -0.876681, -2.095739)
H (3.220505, -0.324596, -0.942142)
H (1.440624, -1.243638, -2.775472)
H (2.843582, -1.828644, -3.627454)
H (2.470769, -2.505081, -2.054952)
C (0.523276, 2.204247, 0.929373)
C (0.099166, 3.485798, 1.268955)
C (-1.224603, 3.863379, 1.016253)
C (-2.117025, 2.965495, 0.453361)
H (1.493004, 1.800880, 1.218093)
H (0.807747, 4.161561, 1.736484)
H (-1.545728, 4.867184, 1.242260)
H (-3.172219, 3.168906, 0.309271)
N (-0.295558, 1.381610, 0.228273)
C (-1.608736, 1.741560, 0.022157)
C (-2.419342, 0.659917, -0.511113)
N (-1.689733, -0.490488, -0.717014)
C (-2.351460, -1.646836, -0.974050)
C (-4.475654, -0.487026, -1.029758)
C (-3.733730, -1.663328, -1.185148)
H (-1.743185, -2.559587, -0.941052)
H (-4.209257, -2.609885, -1.431809)
C (-3.808518, 0.665994, -0.618574)
H (-4.315487, 1.594022, -0.374019)
H (-5.544629, -0.472657, -1.222378)
Be (-0.100094, -0.201737, -0.258016)
C (1.167020, -1.571688, -0.068223)
H (1.018580, -0.793742, -0.899286)
H (0.960979, -2.567254, -0.484679)
H (2.220961, -1.523458, 0.233865)
Te (0.208183, -1.634820, 1.898949)
C (2.012455, -1.126403, 2.879020)
C (3.244755, -1.775374, 2.641882)
C (4.403491, -1.289075, 3.278125)
C (4.324687, -0.195325, 4.151230)
C (3.087840, 0.414981, 4.406123)
C (1.923636, -0.039057, 3.766193)
H (3.297095, -2.621463, 1.945538)
H (5.367985, -1.772346, 3.078583)
H (5.232144, 0.181212, 4.635997)
H (3.017010, 1.257731, 5.088572)
H (0.959995, 0.464593, 3.891970)

Forces on the atoms, in the same order (eV/Å):
0.1 0.2 -0.5
0.5 -0.2 -0.1
-0.1 -0.1 0.1
0.2 0.0 0.1
-0.1 0.0 -0.1
-0.1 0.1 0.0
0.0 0.0 0.0
0.0 0.2 -0.2
-0.5 2.0 0.4
1.9 -1.8 0.0
-1.9 0.0 -0.7
1.2 1.2 0.3
-0.1 0.2 -0.2
-0.2 -0.1 0.1
-0.1 0.1 0.2
0.2 0.2 0.0
1.2 -2.3 -0.6
-2.6 -2.4 -0.8
1.4 2.5 1.7
2.8 -0.6 0.5
-2.2 -0.5 -0.5
-0.1 2.3 0.4
2.5 -1.5 0.1
-0.4 0.3 -0.3
0.1 0.2 0.1
-1.2 -1.1 -0.9
-0.2 -0.3 -0.2
0.1 0.0 0.2
-3.4 2.3 0.5
0.3 -1.1 0.7
1.0 -0.8 0.0
0.0 0.7 -0.1
-0.5 0.2 -0.4
0.0 -0.1 0.2
0.5 0.2 0.3
-0.2 0.7 0.4
-0.4 -0.1 -0.2
-0.3 -0.1 0.0
-0.1 -0.3 -0.2
0.7 -0.3 -0.3
0.0 0.3 0.4
-0.4 0.2 0.1
-0.4 -0.2 -0.2
0.1 -0.1 -0.1
0.4 -0.1 0.1

Properties
HOMO-LUMO gap   4.18 eV
ΔE to the lowest compared entry with this formula, charge and spin   43.54 kcal per mole
HOMO energy   -4.27 eV
Max |F|   4.11 eV/Å
Spin multiplicity   1
Energy   -1129.403249 a.u.
LUMO   -0.097 eV
Total charge   0



2.
Computed, not measured: one molecule with the formula C19H22ClNOS, with wB97M-V/def2-TZVPD.

Element x y z (Å)
C (5.494563, 2.604998, -0.299923)
C (4.731785, 1.362285, 0.043416)
C (4.367269, 1.078937, 1.352894)
C (3.647122, -0.061408, 1.658189)
C (3.274860, -0.954654, 0.662448)
C (3.641743, -0.673934, -0.648371)
C (4.360369, 0.467210, -0.952663)
H (4.638726, 0.667597, -1.977673)
H (3.371816, -1.362762, -1.437516)
C (2.432792, -2.155878, 0.988110)
H (2.722109, -2.571645, 1.954262)
H (2.559652, -2.925966, 0.225539)
C (0.952504, -1.755204, 1.054155)
N (0.504255, -1.246656, -0.219828)
C (-0.590495, -1.701146, -0.859789)
O (-1.328871, -2.548885, -0.397424)
C (-0.846134, -1.024079, -2.197807)
C (-1.864195, 0.103267, -2.044146)
H (-2.023432, 0.600110, -3.000871)
H (-2.816475, -0.274723, -1.673164)
S (-1.319634, 1.415324, -0.900527)
C (-2.023296, 0.831559, 0.697480)
C (-3.498444, 0.647248, 0.605894)
C (-4.039715, -0.629669, 0.491083)
C (-5.407174, -0.805029, 0.369635)
C (-6.236239, 0.304177, 0.357192)
C (-5.713759, 1.584439, 0.461858)
C (-4.347621, 1.748729, 0.582361)
H (-3.929882, 2.742228, 0.653261)
H (-6.371030, 2.439490, 0.446849)
Cl (-7.946384, 0.092436, 0.206674)
H (-5.824612, -1.795644, 0.282580)
H (-3.390174, -1.493875, 0.496808)
H (-1.753732, 1.621490, 1.397468)
H (-1.521916, -0.094000, 0.970785)
H (-1.258626, -1.767609, -2.882677)
H (0.083014, -0.629724, -2.611544)
H (1.050557, -0.498960, -0.621023)
H (0.817549, -0.989685, 1.828655)
H (0.325443, -2.617932, 1.291352)
H (3.374115, -0.263791, 2.684331)
H (4.649618, 1.758964, 2.143958)
H (4.842061, 3.316213, -0.806951)
H (6.321161, 2.375876, -0.970032)
H (5.888757, 3.080266, 0.594696)

Forces on the atoms, in the same order (eV/Å):
0.0 0.0 0.0
0.0 0.0 0.0
0.0 0.0 0.0
0.0 0.0 -0.1
0.1 -0.2 0.0
0.0 0.0 0.0
0.0 0.1 0.0
0.0 0.0 -0.1
0.0 -0.1 -0.1
-0.2 0.2 0.1
0.0 0.0 0.0
0.0 0.0 0.0
0.0 -0.3 0.1
0.4 0.0 0.2
0.3 0.4 -0.5
-0.4 -0.3 0.1
-0.2 -0.1 0.1
0.2 0.3 0.3
-0.1 -0.1 0.0
0.0 0.0 -0.2
-0.1 0.1 0.0
0.3 0.0 -0.5
-0.1 -0.1 0.1
0.0 0.2 0.1
-0.2 0.1 0.0
0.2 0.0 0.0
0.0 0.0 0.0
0.0 -0.2 0.0
0.0 0.1 0.0
-0.1 0.1 0.0
-0.2 0.0 0.0
-0.1 -0.1 0.0
0.1 -0.1 0.0
0.0 -0.1 0.1
0.0 0.0 0.2
0.1 -0.1 0.0
0.0 0.0 0.0
-0.2 0.0 -0.1
0.0 -0.1 0.0
0.1 0.1 0.0
0.0 0.0 0.1
0.0 0.1 0.1
0.0 0.1 0.0
0.1 0.1 0.0
0.1 0.1 0.0

Properties
HOMO-LUMO gap   9.12 eV
ΔE to the lowest compared entry with this formula, charge and spin   0.61 kcal per mole
HOMO energy   -8.56 eV
Max |F|   0.68 eV/Å
SMILES string   Cc1ccc(CCNC(=O)CCSCc2ccc(Cl)cc2)cc1
Spin multiplicity   1
Energy   -1725.628263 a.u.
LUMO   0.560 eV
Total charge   0



3.
Computed, not measured: one molecule with the formula C19H22F4N2O2S, with wB97M-V/def2-TZVPD.

Element x y z (Å)
C (2.531072, 2.817820, -1.852579)
C (2.553416, 1.405589, -1.347515)
F (2.617135, 1.424753, 0.052529)
C (1.293004, 0.642450, -1.812850)
O (0.675582, 1.088331, -2.756253)
N (1.038821, -0.595537, -1.293026)
C (1.210571, -1.054630, 0.087214)
C (0.201266, -0.437958, 1.052496)
N (-1.135213, -0.953951, 0.821387)
C (-2.296824, -0.243741, 1.001756)
O (-3.360261, -0.829981, 1.091872)
C (-2.237051, 1.274830, 1.092442)
C (-2.185663, 1.849948, -0.319511)
C (-1.972822, 3.359688, -0.305224)
S (-3.331677, 4.240983, 0.501396)
C (-3.332037, 3.314474, 2.057864)
C (-3.440462, 1.804108, 1.855032)
C (-1.292412, -2.393519, 0.901435)
C (-0.071510, -3.168769, 0.489329)
C (-0.138306, -4.557296, 0.512275)
C (0.954113, -5.325422, 0.157719)
C (2.140784, -4.709381, -0.220392)
C (2.214782, -3.330204, -0.239718)
C (1.116098, -2.555785, 0.113641)
C (3.824801, 0.688446, -1.816587)
F (4.913124, 1.374057, -1.452192)
F (3.940881, -0.539180, -1.294033)
F (3.818099, 0.576583, -3.143936)
H (2.532380, 2.840167, -2.937864)
H (1.625432, 3.307775, -1.502900)
H (3.400722, 3.352543, -1.475008)
H (0.263772, -1.034430, -1.776859)
H (2.207562, -0.776910, 0.419248)
H (0.522771, -0.667249, 2.076038)
H (0.223315, 0.636708, 0.917177)
H (-1.341190, 1.568686, 1.648166)
H (-1.380672, 1.395867, -0.896101)
H (-3.128090, 1.631186, -0.822747)
H (-1.034502, 3.613923, 0.198832)
H (-1.918583, 3.748720, -1.321975)
H (-2.430668, 3.571876, 2.621440)
H (-4.186998, 3.685887, 2.622018)
H (-4.352091, 1.582734, 1.303944)
H (-3.504430, 1.323404, 2.833117)
H (-1.575918, -2.681061, 1.922865)
H (-2.135717, -2.672224, 0.271988)
H (-1.061069, -5.042729, 0.812051)
H (0.883527, -6.405155, 0.179815)
H (3.003151, -5.302918, -0.494078)
H (3.137985, -2.843506, -0.533737)

Forces on the atoms, in the same order (eV/Å):
0.1 0.4 0.1
-0.2 0.0 0.4
0.0 0.0 -0.2
0.4 -0.5 -0.3
-0.1 0.0 0.0
-0.4 0.3 0.1
0.3 -0.1 0.1
0.0 0.0 -0.1
0.1 0.1 -0.2
0.0 0.1 0.4
-0.1 0.0 -0.1
0.1 -0.4 0.0
0.2 0.4 -0.1
0.0 0.0 0.0
0.0 0.0 0.0
0.0 0.0 0.0
0.0 0.4 0.1
-0.1 -0.2 0.1
0.0 0.1 0.0
0.0 -0.2 0.0
0.0 0.0 0.0
0.0 0.0 0.0
0.2 -0.1 -0.1
-0.1 0.0 0.0
0.0 0.0 0.2
0.1 0.0 0.0
0.0 -0.1 0.0
0.1 -0.1 -0.2
0.0 0.0 0.0
0.0 0.0 0.0
0.0 0.0 0.0
0.0 0.1 0.0
0.0 0.1 0.0
0.1 0.0 0.0
-0.1 0.1 0.0
0.0 0.1 -0.1
0.1 -0.1 -0.1
0.0 -0.1 -0.1
0.0 0.0 0.0
0.0 0.0 0.0
0.0 0.0 0.0
0.0 0.0 0.0
-0.1 -0.1 0.0
0.0 -0.1 0.0
0.0 0.0 0.0
0.0 0.0 0.0
0.0 0.0 0.0
0.0 0.0 0.0
0.0 0.0 0.0
0.0 0.0 0.0

Properties
HOMO-LUMO gap   9.16 eV
ΔE to the lowest compared entry with this formula, charge and spin   11.44 kcal per mole
HOMO energy   -8.58 eV
Max |F|   0.68 eV/Å
SMILES string   C[C@@](F)(C(=O)N[C@H]1CN(C(=O)C2CCSCC2)Cc2ccccc21)C(F)(F)F
Spin multiplicity   1
Energy   -1794.934665 a.u.
LUMO   0.581 eV
Total charge   0



4.
Computed, not measured: one molecule with the formula C19H22FN3O3S, with wB97M-V/def2-TZVPD.

Element x y z (Å)
O (-3.415402, -1.065312, 0.100457)
C (-3.176900, 0.118295, 0.273368)
N (-2.587626, 0.875305, -0.669352)
C (-2.418084, 2.310830, -0.645550)
H (-2.811011, 2.704018, -1.591332)
C (-0.963405, 2.765653, -0.491993)
H (-0.952956, 3.852795, -0.595452)
C (0.004987, 2.149391, -1.501093)
H (0.955761, 2.678636, -1.409634)
H (-0.356818, 2.303324, -2.518903)
C (0.252861, 0.661319, -1.243862)
H (1.250747, 0.392313, -1.594427)
H (0.246982, 0.492155, -0.165376)
C (-0.749429, -0.282219, -1.914055)
H (-0.696698, -1.249242, -1.413453)
H (-0.465136, -0.437655, -2.956451)
C (-2.196790, 0.223113, -1.907906)
H (-2.869669, -0.623855, -2.065448)
H (-2.345666, 0.939581, -2.718805)
H (-0.613132, 2.529383, 0.514341)
H (-3.007250, 2.744978, 0.162136)
C (-3.654036, 0.782301, 1.567402)
H (-4.043480, -0.014245, 2.201407)
H (-4.445477, 1.506160, 1.368157)
S (-2.404629, 1.687250, 2.540117)
C (-1.112387, 0.512810, 2.457896)
N (-1.380946, -0.583281, 1.844047)
C (-0.396693, -1.485133, 1.615886)
C (0.889412, -1.284572, 2.050470)
C (1.200578, -0.092133, 2.790415)
O (2.274802, 0.228969, 3.255774)
N (0.102892, 0.790412, 2.959627)
H (0.288087, 1.651371, 3.460699)
C (2.003228, -2.241061, 1.715619)
C (2.625888, -1.832486, 0.405656)
C (2.354943, -2.507717, -0.777115)
C (2.886323, -2.114710, -1.992512)
C (3.715509, -1.008544, -2.037825)
C (4.004664, -0.316488, -0.872851)
C (3.464398, -0.725926, 0.332998)
H (3.686580, -0.186875, 1.241377)
H (4.655247, 0.544494, -0.904163)
H (4.136111, -0.691375, -2.980182)
H (2.646045, -2.677998, -2.880621)
F (1.557146, -3.597936, -0.758416)
H (1.600808, -3.251117, 1.641506)
H (2.752699, -2.188458, 2.506943)
O (-0.777509, -2.550903, 0.920447)
H (-1.715569, -2.435615, 0.680032)

Forces on the atoms, in the same order (eV/Å):
-0.2 -0.4 -0.2
-0.4 0.1 0.1
0.0 0.0 -0.2
0.2 0.5 0.2
0.0 0.0 0.1
-0.2 0.0 -0.3
0.0 0.1 0.1
0.1 -0.1 0.3
0.0 0.0 -0.1
0.0 0.1 -0.1
0.0 0.0 -0.2
0.0 0.0 0.1
0.1 0.0 0.1
-0.1 0.1 0.2
0.0 -0.1 -0.1
0.0 -0.1 0.0
0.1 -0.5 -0.2
0.0 0.2 -0.1
0.0 0.0 0.1
0.0 0.0 0.0
0.0 0.0 -0.1
0.2 -0.1 0.3
0.0 0.1 -0.2
0.0 0.0 0.0
-0.2 0.3 0.2
-0.2 -0.4 -0.2
0.0 -0.1 0.2
0.4 0.7 0.5
-0.1 -0.5 -0.1
-0.5 0.0 -0.1
0.4 0.1 0.1
0.0 0.2 0.1
0.0 -0.1 -0.1
-0.2 0.1 0.0
0.0 -0.3 -0.1
0.2 0.2 0.0
-0.1 -0.1 0.0
0.0 0.0 0.0
0.1 0.1 0.0
0.0 0.0 -0.1
0.0 0.0 0.1
0.1 0.1 0.0
0.0 0.0 -0.1
0.0 -0.1 -0.1
0.0 0.1 0.0
0.1 0.0 0.1
0.0 -0.1 0.0
0.1 -0.3 -0.1
0.0 0.1 0.0

Properties
HOMO-LUMO gap   8.89 eV
ΔE to the lowest compared entry with this formula, charge and spin   0.00 kcal per mole
HOMO energy   -8.47 eV
Max |F|   0.95 eV/Å
SMILES string   O=C(CSc1nc(O)c(Cc2ccccc2F)c(=O)[nH]1)N1CCCCCC1
Spin multiplicity   1
Energy   -1625.329852 a.u.
LUMO   0.418 eV
Total charge   0



What is the formula in the first record?
C19H22BeN2Te



Among the records above, which one has the highest LUMO?
C19H22F4N2O2S